Arrangement P

This record from OMol25 describes an isolated molecule of C4H4N2S. The level of theory is ωB97M-V with the def2-TZVPD basis set.

The geometry in XYZ format:
```
11
Properties=species:S:1:pos:R:3
C -0.616 1.387 -0.472
N -1.778 0.823 -0.391
N -1.929 -0.379 0.353
C -0.940 -1.192 0.453
C 0.306 -0.757 -0.231
S 1.997 -0.242 0.021
C 0.467 0.661 0.245
H -0.582 2.324 -1.006
H -1.124 -2.138 0.965
H 0.121 -0.794 -1.317
H 0.272 0.775 1.319
```

Results
* charge: 0
* highest occupied orbital energy: -9.3 eV
* SMILES: C1=NN=C[C@@H]2S[C@@H]12
* gap between HOMO and LUMO: 9.375 eV

***

Arrangement Q

This record from OMol25 describes a cluster of 2 separate species, C4H4N2S in total. The level of theory is ωB97M-V with the def2-TZVPD basis set.

The geometry in XYZ format:
```
11
Properties=species:S:1:pos:R:3
C -1.159 1.123 2.108
C -0.373 0.680 1.156
C 0.816 0.133 0.541
N -0.216 0.248 -0.196
H -2.116 1.521 2.005
H -0.658 1.454 3.098
H 1.894 -0.181 0.539
N 0.467 -2.062 -2.186
C 0.507 -0.869 -2.392
S 1.077 0.510 -2.895
H -0.238 -2.558 -1.777
```

Results
* charge: 0
* highest occupied orbital energy: -9.1 eV
* SMILES: C=C1C=N1.N=C=S
* gap between HOMO and LUMO: 9.575 eV

***

Most stable: arrangement P

***

Arrangement P

This record from OMol25 describes an isolated molecule of C4H4N2S. The level of theory is ωB97M-V with the def2-TZVPD basis set.

The geometry in XYZ format:
```
11
Properties=species:S:1:pos:R:3
N -1.294 -2.895 -0.307
C -0.930 -1.868 0.070
C -0.678 -0.545 0.535
C -0.763 0.691 -0.319
N 0.506 0.193 0.072
C 1.647 0.892 -0.025
S 3.219 0.371 -0.004
H -0.822 -0.499 1.574
H -1.081 0.194 -1.316
H -1.255 1.589 0.119
H 1.453 1.877 -0.399
```

Results
* charge: 0
* highest occupied orbital energy: -8.7 eV
* SMILES: N#C[C@@H]1CN1C=S
* gap between HOMO and LUMO: 8.736 eV

***

Arrangement Q

This record from OMol25 describes an isolated molecule of C4H4N2S. The level of theory is ωB97M-V with the def2-TZVPD basis set.

The geometry in XYZ format:
```
11
Properties=species:S:1:pos:R:3
S 1.299 1.843 1.524
C 0.521 1.330 0.013
C -0.058 0.153 -0.260
C -0.237 -1.020 0.531
C -0.827 -1.917 -0.350
N -1.101 -1.300 -1.627
N -0.657 -0.110 -1.574
H 1.662 3.092 1.175
H 0.410 2.090 -0.749
H 0.187 -1.260 1.490
H -1.200 -2.903 -0.173
```

Results
* charge: 0
* highest occupied orbital energy: -9.2 eV
* SMILES: S/C=C1\C=CN=N1
* gap between HOMO and LUMO: 8.316 eV

***

Arrangement R

This record from OMol25 describes a structure of composition C4H4N2S. The level of theory is ωB97M-V with the def2-TZVPD basis set.

The geometry in XYZ format:
```
11
Properties=species:S:1:pos:R:3
C 0.855 -0.017 1.085
C -0.449 0.318 1.286
C 1.269 -0.358 -0.187
C -1.127 0.159 0.082
N 0.320 -0.371 -1.093
N -2.138 0.577 -0.519
S 0.259 -0.524 -2.867
H 1.687 -0.203 1.889
H -0.942 0.751 2.138
H 2.266 -0.679 -0.296
H -2.000 0.348 -1.517
```

Results
* charge: 0
* highest occupied orbital energy (alpha / beta): -8.1 / -8.1 eV
* gap between HOMO and LUMO (alpha / beta): 6.436 / 6.392 eV

***

Most stable: arrangement Q

***

Arrangement P

This record from OMol25 describes an isolated molecule of C3H5NS. The level of theory is ωB97M-V with the def2-TZVPD basis set.

The geometry in XYZ format:
```
10
Properties=species:S:1:pos:R:3
S 2.699 0.246 -0.032
C 1.379 -0.670 -0.225
N 0.145 -0.183 -0.602
C -0.510 0.988 -0.105
C -1.087 -0.372 0.167
H 1.384 -1.733 -0.058
H -1.095 1.603 -0.822
H -0.042 1.516 0.739
H -2.022 -0.668 -0.287
H -0.852 -0.727 1.225
```

Results
* charge: 0
* highest occupied orbital energy: -8.7 eV
* SMILES: S=CN1CC1
* gap between HOMO and LUMO: 9.020 eV

***

Arrangement Q

This record from OMol25 describes a structure of composition C3H5NS. The level of theory is ωB97M-V with the def2-TZVPD basis set.

The geometry in XYZ format:
```
10
Properties=species:S:1:pos:R:3
C 0.143 -0.013 -0.013
C -0.255 1.360 0.014
C -0.667 1.747 1.131
H 0.934 -1.674 1.103
H 0.886 -0.259 2.258
H 0.002 2.150 -0.858
H -0.907 2.764 1.448
H -0.324 0.871 1.959
N 0.877 -0.507 0.999
S -0.128 -1.179 -1.231
```

Results
* charge: 0
* highest occupied orbital energy: -8.3 eV
* gap between HOMO and LUMO: 8.188 eV

***

Most stable: arrangement P

***

Arrangement P

This record from OMol25 describes an isolated molecule of C3H5NS. The level of theory is ωB97M-V with the def2-TZVPD basis set.

The geometry in XYZ format:
```
10
Properties=species:S:1:pos:R:3
C 0.040 -1.473 -0.090
C -0.907 -0.653 0.013
C -1.448 0.581 -0.076
N 0.952 1.078 -0.002
S 1.614 -0.314 0.020
H -0.002 -2.591 -0.154
H -1.606 1.173 0.880
H -1.528 1.159 -0.966
H 1.055 1.459 -0.932
H 1.830 -0.418 1.308
```

Results
* charge: 0
* highest occupied orbital energy: -8.8 eV
* gap between HOMO and LUMO: 9.506 eV

***

Arrangement Q

This record from OMol25 describes an isolated molecule of C3H5NS. The level of theory is ωB97M-V with the def2-TZVPD basis set.

The geometry in XYZ format:
```
10
Properties=species:S:1:pos:R:3
C -1.770 -0.503 0.042
C -0.700 0.322 -0.289
N 0.529 -0.172 -0.258
C 1.671 0.503 0.096
S 3.104 -0.308 -0.068
H -2.799 -0.122 0.330
H -1.416 -1.558 0.387
H -0.760 1.443 -0.382
H 0.692 -1.124 -0.386
H 1.449 1.518 0.527
```

Results
* charge: 0
* highest occupied orbital energy: -8.4 eV
* SMILES: C=CNC=S
* gap between HOMO and LUMO: 8.400 eV

***

Most stable: arrangement Q

***

Arrangement P

This record from OMol25 describes an isolated molecule of C3H5NS. The level of theory is ωB97M-V with the def2-TZVPD basis set.

The geometry in XYZ format:
```
10
Properties=species:S:1:pos:R:3
C 1.420 0.347 -0.124
C 0.503 1.188 0.326
C 0.197 -0.903 -0.682
N -1.838 -0.165 0.810
S -1.074 0.369 -0.422
H 2.461 0.338 -0.149
H 0.426 2.028 0.871
H 0.399 -1.317 -1.683
H 0.327 -1.571 0.240
H -2.822 -0.314 0.812
```

Results
* charge: 0
* highest occupied orbital energy: -8.6 eV
* gap between HOMO and LUMO: 9.324 eV

***

Arrangement Q

This record from OMol25 describes an isolated molecule of C3H5NS. The level of theory is ωB97M-V with the def2-TZVPD basis set.

The geometry in XYZ format:
```
10
Properties=species:S:1:pos:R:3
C -2.519 -0.448 -0.085
C -1.260 -0.257 0.220
C -0.511 0.949 0.011
N 0.761 1.018 0.080
S 1.613 -0.500 -0.133
H -2.835 -1.491 -0.105
H -3.149 0.312 -0.440
H -0.745 -1.119 0.808
H -1.177 1.818 -0.342
H 2.506 -0.100 0.770
```

Results
* charge: 0
* highest occupied orbital energy: -8.5 eV
* SMILES: C=C/C=N\S
* gap between HOMO and LUMO: 8.741 eV

***

Most stable: arrangement Q

***

Arrangement P

This record from OMol25 describes a structure of composition C6H10N2. The level of theory is ωB97M-V with the def2-TZVPD basis set.

The geometry in XYZ format:
```
18
Properties=species:S:1:pos:R:3
C -0.251 -0.455 0.534
C -1.311 0.474 -0.036
C -0.563 -1.892 0.793
C 0.933 0.186 0.955
C -0.293 0.733 -1.028
N 1.044 1.369 0.066
C -0.143 0.809 -2.344
N 1.914 -0.056 1.742
H 0.981 2.261 0.560
H 1.919 1.345 -0.450
H 1.730 -0.879 2.312
H -1.672 1.296 0.589
H -2.150 -0.083 -0.448
H -1.282 -2.023 1.612
H -1.002 -2.354 -0.096
H 0.340 -2.453 1.044
H -1.006 1.022 -2.964
H 0.813 0.700 -2.840
```

Results
* charge: 0
* highest occupied orbital energy: -6.8 eV
* gap between HOMO and LUMO: 7.555 eV

***

Arrangement Q

This record from OMol25 describes a structure of composition C6H10N2. The level of theory is ωB97M-V with the def2-TZVPD basis set.

The geometry in XYZ format:
```
18
Properties=species:S:1:pos:R:3
C -0.406 0.140 0.592
C 0.241 -0.932 1.513
C 0.552 -0.442 -0.336
C 0.427 0.218 -1.794
C -0.069 1.353 -1.426
C -0.168 1.529 0.001
H -1.870 -1.433 0.088
H -2.500 0.238 -0.193
H 1.357 -0.970 2.120
H -0.497 -1.427 2.041
H 1.679 -2.117 0.694
H 1.425 -0.019 0.055
H 1.342 -0.080 -2.684
H 0.094 2.386 -2.167
H 0.675 1.776 0.594
H -1.130 2.093 0.106
N -1.760 -0.517 0.483
N 0.608 -1.797 0.312
```

Results
* charge: 0
* highest occupied orbital energy: -8.8 eV
* gap between HOMO and LUMO: 9.598 eV

***

Arrangement R

This record from OMol25 describes an isolated molecule of C6H10N2. The level of theory is ωB97M-V with the def2-TZVPD basis set.

The geometry in XYZ format:
```
18
Properties=species:S:1:pos:R:3
H 1.967 1.033 -2.655
N 1.068 0.612 -2.429
C 0.768 0.475 -1.243
N 0.845 0.925 0.185
C 1.652 0.797 1.361
C -0.143 -0.063 -0.229
C 0.008 -1.537 0.095
C -1.520 0.515 -0.315
C -2.633 -0.152 -0.051
H 1.029 0.962 2.247
H 2.143 -0.181 1.460
H 2.424 1.568 1.334
H 1.054 -1.833 0.042
H -0.358 -1.725 1.103
H -0.544 -2.135 -0.628
H -1.539 1.584 -0.479
H -2.649 -1.210 0.151
H -3.574 0.365 0.051
```

Results
* charge: 0
* highest occupied orbital energy: -8.8 eV
* SMILES: [H]/N=C1\N(C)[C@@]1(C)C=C
* gap between HOMO and LUMO: 9.637 eV

***

Arrangement S

This record from OMol25 describes a structure of composition C6H10N2. The level of theory is ωB97M-V with the def2-TZVPD basis set.

The geometry in XYZ format:
```
18
Properties=species:S:1:pos:R:3
C -0.954 1.050 -1.032
C -0.802 0.213 0.226
C -0.213 -1.256 -0.109
N 2.130 1.275 0.472
C 1.086 -0.920 0.320
C 1.078 0.414 0.840
C -0.882 -2.336 -0.508
N -1.782 0.199 1.117
H -1.422 0.314 2.068
H 2.052 2.215 0.840
H 2.364 1.256 -0.514
H 1.940 -1.280 -0.252
H 0.772 0.638 1.858
H -1.921 0.847 -1.495
H -0.161 0.837 -1.754
H -0.944 2.108 -0.756
H -1.921 -2.257 -0.807
H -0.419 -3.317 -0.514
```

Results
* charge: 0
* highest occupied orbital energy (alpha / beta): -7.8 / -6.9 eV
* gap between HOMO and LUMO (alpha / beta): 7.430 / 6.155 eV

***

Most stable: arrangement R

***

Arrangement P

This record from OMol25 describes a cluster of 2 separate species, C6H16O in total. The level of theory is ωB97M-V with the def2-TZVPD basis set.

The geometry in XYZ format:
```
23
Properties=species:S:1:pos:R:3
C -2.427 2.932 -1.237
C -2.028 1.629 -1.848
C -0.841 1.307 -0.923
C -0.510 -0.114 -1.046
C 0.480 -0.576 0.204
H -3.293 2.510 -0.372
H -1.653 3.842 -0.812
H -3.032 3.724 -1.844
H -1.789 1.749 -2.884
H -2.767 0.941 -1.852
H -0.110 2.082 -1.308
H -1.066 1.778 0.120
H -0.048 -0.267 -2.047
H -1.359 -0.731 -1.301
H 0.050 -0.379 1.245
H 0.643 -1.675 0.069
H 1.578 -0.190 0.021
C 1.981 -2.572 1.784
O 3.110 -2.330 2.671
H 2.634 -2.343 0.905
H 1.385 -3.587 1.824
H 1.285 -1.693 1.790
H 2.737 -2.749 3.473
```

Results
* charge: 0
* highest occupied orbital energy: -10.0 eV
* SMILES: CCCCC.CO
* gap between HOMO and LUMO: 10.850 eV

***

Arrangement Q

This record from OMol25 describes a cluster of 2 separate species, C6H16O in total. The level of theory is ωB97M-V with the def2-TZVPD basis set.

The geometry in XYZ format:
```
23
Properties=species:S:1:pos:R:3
C 0.410 3.231 -0.229
C -0.223 1.840 -0.226
C 0.787 0.739 0.093
C 0.171 -0.658 0.100
C 1.181 -1.758 0.419
C 0.548 -3.150 0.422
H 1.212 3.280 -0.985
H 0.846 3.450 0.760
H -0.341 4.004 -0.462
H -1.036 1.807 0.524
H -0.671 1.637 -1.218
H 1.601 0.770 -0.657
H 1.236 0.940 1.085
H -0.643 -0.689 0.850
H -0.277 -0.859 -0.892
H 1.994 -1.726 -0.331
H 1.629 -1.556 1.411
H 1.299 -3.923 0.655
H 0.112 -3.369 -0.567
H -0.254 -3.199 1.178
O -3.391 0.071 -0.718
H -2.436 -0.039 -0.507
H -3.754 -0.844 -0.705
```

Results
* charge: 0
* highest occupied orbital energy: -11.1 eV
* SMILES: CCCCCC.O
* gap between HOMO and LUMO: 12.029 eV

***

Most stable: arrangement Q

***

Arrangement P

This record from OMol25 describes a cluster of 2 separate species, C4H12S3 in total. The level of theory is ωB97M-V with the def2-TZVPD basis set.

The geometry in XYZ format:
```
19
Properties=species:S:1:pos:R:3
C -0.106 0.360 -2.306
C 0.558 -0.769 -1.540
S 1.830 -1.526 -2.572
S 2.592 -2.781 -1.082
H -0.580 -0.013 -3.215
H 0.616 1.115 -2.622
H -0.873 0.819 -1.684
H -0.183 -1.525 -1.280
H 1.005 -0.405 -0.614
H 3.682 -3.117 -1.785
C 0.079 1.247 1.945
C -1.332 0.935 2.401
S -2.095 -0.186 1.173
H 0.070 1.717 0.963
H 0.696 0.350 1.924
H 0.546 1.955 2.627
H -1.344 0.424 3.359
H -1.931 1.840 2.472
H -3.230 -0.438 1.836
```

Results
* charge: 0
* highest occupied orbital energy: -8.0 eV
* SMILES: CCSS.CCS
* gap between HOMO and LUMO: 8.642 eV

***

Arrangement Q

This record from OMol25 describes a cluster of 2 separate species, C4H12S3 in total. The level of theory is ωB97M-V with the def2-TZVPD basis set.

The geometry in XYZ format:
```
19
Properties=species:S:1:pos:R:3
C 1.717 0.294 -3.291
C 0.523 0.624 -2.416
S 1.040 1.714 -1.045
S -0.784 1.694 -0.029
H 2.567 -0.008 -2.679
H 2.030 1.185 -3.838
H 1.476 -0.487 -4.010
H 0.079 -0.256 -1.949
H -0.247 1.161 -2.970
H -0.212 2.057 1.124
C -1.567 -1.600 1.830
C -0.917 -0.570 2.748
S 0.829 -0.390 2.252
H -1.133 -2.593 1.959
H -1.477 -1.265 0.799
H -2.622 -1.703 2.090
H -1.437 0.377 2.617
H -0.930 -0.911 3.780
H 1.064 0.679 3.028
```

Results
* charge: 0
* highest occupied orbital energy: -8.0 eV
* SMILES: CCSS.CCS
* gap between HOMO and LUMO: 8.562 eV

***

Most stable: arrangement P